# 1
DFT (ωB97M-V/def2-TZVPD) results for a molecular structure, C54H65CsN5O10PS3.

As for the spin multiplicity: 1. As for the charge: -2.

```
139
Properties=species:S:1:pos:R:3:forces:R:3
Cs -0.029 -0.189 -0.009 0.8 -0.6 0.0
C -2.100 -1.744 6.228 0.0 0.0 0.0
C -2.682 -1.008 5.190 0.0 0.0 0.0
C -2.041 -0.831 3.984 0.0 -0.1 0.0
C -0.755 -1.391 3.727 -0.2 -0.2 -0.1
C -0.203 -2.176 4.775 0.0 0.1 0.0
C -0.860 -2.326 5.987 0.0 0.0 0.0
N -0.202 -1.134 2.520 0.1 -0.4 1.4
N 1.078 -1.731 2.383 -0.1 -0.1 -0.2
C 1.240 -2.871 1.572 0.1 0.1 0.3
C 0.405 -3.918 1.245 0.1 0.0 0.0
C 0.971 -4.897 0.421 0.0 0.0 0.0
C 2.275 -4.794 -0.044 -0.1 -0.1 0.0
C 3.078 -3.693 0.297 0.0 0.1 0.0
C 2.543 -2.723 1.114 0.1 -0.2 0.0
H -2.611 -1.879 7.174 0.0 0.0 0.0
H -3.662 -0.561 5.330 0.0 0.0 0.0
H -2.518 -0.276 3.181 0.0 0.0 0.0
H 0.755 -2.655 4.616 0.0 0.0 0.0
H -0.390 -2.928 6.760 0.0 0.0 0.0
H -0.617 -3.961 1.597 0.0 0.0 0.0
H 0.365 -5.741 0.113 0.0 0.0 0.0
H 2.661 -5.557 -0.710 0.0 0.0 0.0
H 4.075 -3.614 -0.122 0.0 0.0 0.0
O -3.414 -5.301 -5.103 -0.1 0.3 0.0
C -3.899 -4.349 -4.434 -0.2 -0.4 0.4
O -5.077 -3.947 -4.370 0.3 0.0 -0.2
C -2.886 -3.644 -3.505 0.0 0.1 -0.1
C -1.719 -4.291 -3.112 0.0 0.0 0.0
C -0.792 -3.613 -2.341 0.0 0.0 0.1
N -0.929 -2.340 -1.967 -0.2 -0.1 -0.2
C -2.058 -1.720 -2.328 0.0 0.1 0.0
C -3.066 -2.341 -3.058 -0.1 0.0 0.0
C -2.147 -0.253 -1.912 -0.5 -0.1 -0.3
O -3.131 0.123 -1.242 0.0 0.0 -0.1
O -1.153 0.453 -2.229 -0.6 0.4 -1.1
H -1.539 -5.307 -3.439 0.0 0.0 0.0
H 0.121 -4.106 -2.014 0.0 0.0 0.0
H -3.980 -1.813 -3.299 0.0 0.0 0.0
C -0.679 1.334 -8.063 0.0 0.0 -0.1
C -0.679 0.994 -6.579 0.0 0.1 0.1
C 0.703 0.570 -6.110 0.0 0.0 0.1
N 0.776 0.361 -4.671 0.1 -0.2 0.0
C 1.389 -0.625 -4.026 -0.2 0.1 0.0
S 2.116 -0.430 -2.535 0.4 -0.1 -0.2
N 1.467 -1.892 -4.622 0.0 0.1 -0.2
C 0.483 -2.538 -5.369 0.0 0.1 0.0
O -0.521 -2.001 -5.773 0.1 0.0 0.0
C 0.778 -3.979 -5.674 0.0 0.0 0.0
C 2.071 -4.493 -5.734 0.0 0.0 0.0
C 2.270 -5.835 -6.028 0.0 0.0 0.0
C 1.178 -6.664 -6.247 0.0 -0.1 0.0
C -0.112 -6.151 -6.185 0.0 0.0 0.0
C -0.314 -4.807 -5.916 0.0 0.0 0.0
H -1.674 1.633 -8.401 0.0 0.0 0.0
H -0.374 0.473 -8.668 0.0 0.0 0.0
H 0.008 2.157 -8.288 0.0 0.0 0.0
H -1.377 0.186 -6.372 0.0 0.0 0.0
H -0.994 1.859 -5.986 0.0 0.0 -0.1
H 1.426 1.360 -6.362 0.0 0.0 0.0
H 1.026 -0.331 -6.623 0.0 -0.1 0.0
H 0.567 1.178 -4.102 0.0 0.1 0.0
H 2.057 -2.501 -4.079 0.1 0.0 0.1
H 2.924 -3.845 -5.565 0.0 0.0 0.0
H 3.277 -6.232 -6.081 0.0 0.0 0.0
H 1.333 -7.716 -6.458 0.0 0.0 0.0
H -0.978 -6.788 -6.318 0.0 0.0 0.0
H -1.324 -4.426 -5.844 -0.1 0.0 0.0
O 0.083 1.842 1.791 -0.1 1.1 0.4
S -1.138 2.654 1.529 0.0 -0.3 0.0
C -2.016 2.743 3.088 0.1 0.1 0.0
C -3.393 2.889 3.091 0.0 0.0 0.0
C -4.062 2.896 4.309 0.0 0.0 0.0
C -3.351 2.743 5.491 -0.1 0.0 0.0
C -1.973 2.573 5.467 0.1 0.0 0.0
C -1.296 2.570 4.259 0.0 0.0 0.0
C -0.587 4.360 1.440 -0.1 0.1 0.1
C -1.511 5.379 1.251 0.0 0.1 0.0
C -1.061 6.684 1.123 0.0 0.0 0.0
C 0.302 6.956 1.170 0.0 0.0 0.0
C 1.213 5.926 1.350 0.0 0.0 0.0
C 0.771 4.615 1.489 0.0 0.0 0.0
H -3.938 2.954 2.155 0.0 0.0 0.1
H -5.141 2.990 4.328 0.0 0.0 0.0
H -3.880 2.717 6.437 0.0 0.0 0.0
H -1.430 2.399 6.388 0.0 0.0 0.0
H -0.228 2.388 4.199 -0.1 0.0 0.0
H -2.571 5.153 1.201 0.0 0.0 0.0
H -1.775 7.487 0.976 0.0 0.0 0.0
H 0.652 7.976 1.060 0.0 0.0 0.0
H 2.275 6.138 1.378 0.0 0.0 0.0
H 1.453 3.782 1.626 0.0 0.0 0.0
C -0.126 5.968 -4.730 0.0 0.0 0.0
C -1.204 5.888 -3.653 0.0 0.0 0.1
C -0.768 5.093 -2.420 -0.2 0.1 0.0
S -0.876 3.283 -2.515 0.4 -0.2 0.2
O -0.265 2.937 -3.844 0.0 0.0 -0.1
C -2.674 3.081 -2.637 -0.2 0.2 0.0
C -3.184 2.809 -4.056 0.0 0.0 0.0
C -3.358 1.321 -4.329 0.0 -0.1 -0.1
H -0.478 6.532 -5.599 0.0 0.0 0.1
H 0.166 4.971 -5.053 0.0 0.0 0.0
H 0.766 6.474 -4.346 -0.1 0.0 0.0
H -2.118 5.455 -4.066 0.0 0.0 0.0
H -1.472 6.899 -3.328 0.0 0.0 0.0
H -1.359 5.361 -1.540 0.0 0.0 0.0
H 0.276 5.304 -2.164 0.0 0.0 -0.1
H -3.103 3.996 -2.214 0.0 -0.1 0.0
H -2.894 2.239 -1.973 0.0 0.0 0.0
H -2.501 3.246 -4.790 0.0 0.0 0.0
H -4.141 3.328 -4.175 0.0 0.0 0.0
H -2.406 0.797 -4.225 -0.1 0.1 -0.1
H -3.739 1.145 -5.338 0.0 0.0 0.0
H -4.050 0.876 -3.612 0.0 0.0 0.0
C 2.607 -0.156 5.323 0.1 0.0 0.0
C 1.870 0.539 4.190 0.0 0.0 -0.1
O 2.402 0.334 2.887 0.0 0.1 0.2
P 2.640 -1.066 2.058 -0.1 0.1 0.0
O 3.011 -0.258 0.696 0.2 -0.1 0.2
C 3.184 1.162 0.552 -0.1 -0.1 0.0
C 4.542 1.599 1.056 0.1 0.1 0.0
O 3.946 -1.406 2.984 0.1 0.1 0.0
C 4.964 -2.327 2.614 -0.1 0.0 0.0
C 4.808 -3.634 3.363 0.0 -0.1 0.0
H 2.113 0.094 6.268 0.0 0.0 -0.1
H 3.652 0.159 5.371 0.0 0.0 0.0
H 2.578 -1.238 5.216 0.0 0.0 0.0
H 1.937 1.622 4.343 0.0 0.0 0.0
H 0.817 0.268 4.203 0.0 0.0 0.0
H 2.377 1.687 1.062 0.1 0.0 0.0
H 3.089 1.333 -0.521 0.0 0.0 0.0
H 4.657 1.348 2.111 0.0 0.0 0.0
H 4.652 2.682 0.943 0.0 0.0 0.0
H 5.338 1.117 0.483 0.0 0.0 0.0
H 5.911 -1.843 2.867 0.0 0.0 0.0
H 4.960 -2.487 1.536 0.0 0.0 0.0
H 4.817 -3.454 4.441 0.0 0.0 0.0
H 5.624 -4.320 3.117 0.0 0.0 0.0
H 3.866 -4.112 3.093 0.0 0.0 0.0
```
Positions in Å, forces in eV/Å.

Results of the Mulliken charge analysis, in e, for atoms 1 through 2: atom 1 (Cs): 0.587, atom 2 (C): -0.832

# 2
DFT (ωB97M-V/def2-TZVPD) results for 14 unconnected molecules or ions with the total composition C54H65N15O27.

As for the spin multiplicity: 1. As for the charge: -2.

```
161
Properties=species:S:1:pos:R:3:forces:R:3
C -4.461 1.435 5.437 -1.1 1.1 0.5
N -3.296 2.048 4.781 -0.6 -1.5 -0.4
C -3.115 1.832 3.458 0.9 0.6 1.0
C -2.089 2.501 2.828 0.0 0.3 -0.8
C -1.271 3.327 3.570 0.3 0.4 0.7
C -1.443 3.458 4.952 0.7 -0.3 -1.1
C -2.419 2.722 5.516 -0.7 0.0 0.9
C -0.277 4.180 2.867 -0.1 -1.0 0.5
C 1.066 3.805 2.647 -0.9 0.7 -0.5
C 1.764 4.649 1.788 -0.6 -1.1 1.1
N 1.237 5.801 1.437 0.1 1.6 -0.4
C 0.015 6.246 1.802 -0.1 -0.7 -0.1
C -0.854 5.378 2.441 2.9 0.9 -0.8
C 2.041 6.614 0.478 -1.4 -1.6 -1.3
H -4.337 1.107 6.460 0.8 0.5 0.3
H -4.794 0.547 4.981 -0.1 -0.9 -1.3
H -5.305 2.164 5.410 0.7 -0.4 0.0
H -3.615 1.004 3.031 -1.0 -0.5 -0.6
H -1.928 2.472 1.740 -0.1 -0.4 0.5
H -0.736 3.947 5.585 0.2 0.3 0.1
H -2.515 2.630 6.581 -0.2 0.2 0.2
H 1.541 2.898 3.035 -0.5 0.3 -0.2
H 2.707 4.466 1.324 0.8 -0.7 0.0
H -0.179 7.265 1.507 -0.4 0.0 -0.1
H -1.847 5.675 2.634 -0.9 0.0 0.3
H 2.077 7.625 0.763 0.3 1.2 0.8
H 1.394 6.588 -0.441 1.1 -0.1 0.4
H 3.018 6.116 0.354 -0.5 0.5 -0.1
C 9.714 -0.793 -6.428 1.8 0.2 -0.6
N 8.749 0.133 -5.847 -0.6 -0.1 -0.1
C 8.799 0.504 -4.563 -1.3 0.4 -0.4
C 7.723 1.169 -3.968 0.0 -0.1 0.0
C 6.537 1.391 -4.687 0.4 -0.3 -1.0
C 6.522 0.939 -6.020 -1.2 -0.1 -0.6
C 7.609 0.310 -6.562 0.7 0.9 1.2
C 5.267 2.023 -4.222 0.3 -0.1 0.8
C 5.303 3.269 -3.564 -0.4 -1.1 -1.2
C 4.142 3.750 -3.030 0.3 -0.4 0.2
N 3.027 2.997 -3.000 0.6 1.0 0.0
C 2.998 1.792 -3.596 -0.3 0.0 0.2
C 4.060 1.287 -4.318 0.9 1.6 1.5
C 1.800 3.536 -2.375 -1.3 -1.2 -0.1
H 9.492 -1.832 -6.182 -0.5 0.3 -0.3
H 10.736 -0.667 -6.065 -0.3 0.4 0.7
H 9.859 -0.584 -7.473 -0.6 0.1 -0.6
H 9.625 0.166 -3.976 0.6 0.0 0.1
H 7.865 1.371 -2.911 -0.5 0.2 -0.1
H 5.589 1.022 -6.652 1.2 0.0 0.9
H 7.680 0.003 -7.565 -0.2 -0.5 -1.0
H 6.191 3.878 -3.519 0.1 -0.2 0.2
H 4.206 4.657 -2.472 -0.6 0.5 0.3
H 2.113 1.232 -3.346 -0.2 -0.3 -0.6
H 3.995 0.299 -4.689 -0.2 -1.0 -0.6
H 1.956 4.191 -1.533 0.7 0.0 0.2
H 1.229 2.647 -2.009 0.3 0.9 -0.2
H 1.192 4.081 -3.110 0.3 -0.3 0.0
C -1.685 -4.517 0.912 0.0 0.9 0.4
N -0.871 -4.037 2.083 -0.1 1.3 -0.5
C -0.268 -4.868 2.918 -0.3 -0.2 0.3
C 0.428 -4.352 4.013 0.5 -1.4 -0.8
C 0.592 -2.995 4.152 0.2 0.3 1.4
C 0.021 -2.151 3.233 0.5 -0.1 0.5
C -0.680 -2.699 2.244 -1.2 -1.2 -1.8
C 1.303 -2.413 5.324 1.2 -0.7 0.4
C 2.606 -2.837 5.623 1.2 1.4 1.0
C 3.319 -2.208 6.670 -0.9 -1.5 -0.5
N 2.719 -1.372 7.511 0.0 0.8 -0.8
C 1.474 -0.969 7.221 -1.3 0.8 1.0
C 0.736 -1.460 6.171 0.4 -0.5 -1.0
C 3.487 -0.695 8.599 -1.0 -0.6 -0.4
H -1.087 -5.206 0.359 0.3 -0.6 -0.3
H -1.897 -3.653 0.268 0.0 -0.4 0.3
H -2.619 -4.962 1.250 0.0 0.0 0.0
H -0.445 -5.917 2.671 0.4 0.2 0.5
H 0.976 -5.068 4.616 -0.2 0.2 0.2
H 0.135 -1.101 3.221 0.1 0.9 0.4
H -1.085 -2.073 1.494 -0.7 0.2 -0.5
H 3.192 -3.496 5.013 -0.1 -0.5 -0.6
H 4.321 -2.430 6.989 0.4 -0.4 -0.6
H 1.057 -0.184 7.858 0.2 -0.4 -0.1
H -0.252 -1.113 5.906 -0.4 0.4 0.4
H 4.292 -1.354 8.922 0.0 0.2 -0.1
H 2.739 -0.601 9.377 0.3 0.4 0.4
H 3.816 0.275 8.236 0.0 0.0 0.1
C 2.720 -1.690 -0.837 1.1 -0.1 0.8
N 1.340 -1.404 -1.064 -2.6 0.3 -1.9
C 0.802 -1.811 -2.252 -2.2 0.6 1.7
C -0.594 -1.669 -2.421 0.3 0.4 0.2
C -1.415 -0.966 -1.518 1.2 -0.3 0.4
C -0.780 -0.455 -0.359 0.1 -0.3 -1.4
C 0.543 -0.712 -0.200 2.3 -0.5 1.1
C -2.868 -0.847 -1.776 0.0 0.7 -0.1
C -3.323 -0.002 -2.819 0.5 -0.7 0.7
C -4.666 0.093 -3.030 -0.4 0.6 -0.1
N -5.495 -0.631 -2.276 -0.6 -0.6 0.3
C -5.121 -1.355 -1.225 1.0 0.1 0.2
C -3.761 -1.486 -0.931 -0.7 0.0 -0.3
C -6.916 -0.636 -2.640 -0.3 -0.2 -0.5
H 2.919 -1.577 0.204 0.1 -0.4 0.9
H 3.351 -0.944 -1.278 0.3 0.2 -0.9
H 2.949 -2.712 -1.135 0.0 0.3 -0.1
H 1.436 -2.234 -2.987 0.7 -0.5 -0.7
H -1.112 -2.106 -3.263 0.4 0.0 -0.3
H -1.175 0.199 0.385 -0.9 0.1 0.1
H 1.084 -0.419 0.720 -0.4 0.0 -0.7
H -2.626 0.558 -3.417 0.1 0.2 0.0
H -5.252 0.779 -3.657 0.8 -0.1 -0.5
H -5.904 -1.785 -0.623 0.1 -0.4 -0.1
H -3.463 -2.144 -0.117 -0.2 0.3 -0.2
H -7.368 0.191 -2.083 -0.5 -0.5 0.4
H -7.264 -1.673 -2.582 -0.2 0.4 0.2
H -7.037 -0.239 -3.650 0.3 -0.4 0.0
N 2.334 -1.858 -6.069 -0.8 -0.3 1.1
O 2.478 -1.639 -4.764 0.0 0.4 -2.2
O 2.254 -3.038 -6.439 0.3 1.2 0.1
O 2.190 -0.894 -6.872 0.7 -0.9 1.3
N 8.601 -2.199 -4.098 -2.6 -1.5 1.8
O 7.655 -1.921 -4.861 -0.4 0.3 -0.6
O 9.648 -2.621 -4.562 1.9 -0.5 0.0
O 8.386 -2.175 -2.869 0.8 0.6 -0.1
N 0.858 2.222 7.118 0.3 0.4 -1.2
O 1.850 1.700 7.631 0.9 -0.5 1.1
O -0.266 2.113 7.566 -1.7 -0.8 1.8
O 0.985 2.852 6.074 1.1 1.0 -1.6
N 4.643 3.143 -0.092 0.7 1.0 0.1
O 5.665 3.010 -0.736 1.6 -0.4 -1.2
O 4.108 2.197 0.432 -1.5 -1.1 0.9
O 4.194 4.320 0.031 -0.9 0.7 0.1
N -4.808 -4.906 -0.378 2.6 0.7 -0.9
O -4.703 -6.113 -0.181 -1.0 -0.7 0.8
O -4.104 -4.424 -1.318 -0.3 0.4 -0.3
O -5.392 -4.111 0.366 -1.0 -0.1 0.6
N -1.192 3.190 -1.150 -0.6 -0.1 0.2
O -0.536 2.522 -0.322 0.9 -0.3 1.0
O -1.089 4.399 -1.234 1.4 2.7 0.7
O -1.987 2.657 -1.876 -1.5 -2.2 -1.5
N 3.041 -3.914 1.999 -1.7 -1.5 2.4
O 2.267 -4.177 1.064 0.1 -0.5 -0.6
O 3.385 -2.771 2.213 1.1 2.2 -0.2
O 3.286 -4.779 2.908 0.1 0.0 -1.1
C -11.761 -6.082 -7.463 -0.7 -0.4 1.2
C -13.273 -5.748 -6.936 0.5 0.4 -3.1
O -13.724 -6.471 -6.033 0.0 0.6 0.0
O -13.834 -4.894 -7.727 0.5 -1.2 2.0
H -11.122 -5.197 -7.517 -0.3 0.1 -0.4
H -11.829 -6.619 -8.434 0.0 0.5 0.5
H -11.290 -6.740 -6.716 -0.1 -0.1 -0.3
C -6.760 4.114 -2.860 -1.4 0.2 0.2
C -6.914 2.582 -3.132 -1.0 0.2 2.6
O -6.601 2.101 -4.230 0.3 0.0 -0.2
O -7.370 1.943 -2.102 0.8 1.3 -1.4
H -6.022 4.324 -2.087 0.4 -0.2 -0.3
H -7.687 4.576 -2.412 0.5 -0.9 -0.4
H -6.606 4.670 -3.774 0.6 0.1 -0.2
C -3.466 -2.642 4.851 -0.8 1.1 1.8
C -2.958 -1.275 4.338 1.0 -2.0 0.1
O -2.191 -0.630 5.093 0.0 0.5 0.5
O -3.197 -1.039 3.152 -0.5 0.9 -1.4
H -2.627 -3.248 5.177 0.2 0.0 0.3
H -4.071 -3.216 4.189 -0.3 -0.1 -1.0
H -4.137 -2.433 5.730 0.8 -0.3 -0.4
```
Positions in Å, forces in eV/Å.

Results of the Mulliken charge analysis, in e, for atoms 1 through 2: atom 1 (C): -1.016, atom 2 (N): 0.390

no.,F_max (eV/A),E_LUMO (eV)
1,1.49,3.11
2,3.55,0.38